No. 1
One molecule with the formula C4H9IO2Si in a non-equilibrium geometry. Source: OMol25; level of theory: the ωB97M-V functional and the def2-TZVPD basis.

Output
- energy (hartree) = -895.51288
- SMILES = C=C[Si](I)(OC)OC
- F_max (eV/A) = 5.13
- ΔE to the lowest compared entry with this formula, charge and spin (kcal per mole) = 13.00
- LUMO level (eV) = 0.66
- frontier orbital gap (eV) = 10.18

XYZ file:
```
17
C4H9IO2Si, DFT the ωB97M-V functional and the def2-TZVPD basis
C 1.95327 1.30551 -1.42552
C 1.02143 0.46215 -1.11019
Si 0.06384 0.51847 0.75706
I 1.72952 1.35062 2.47555
O -0.42059 -0.90426 1.21808
C 0.22847 -2.10099 1.55708
O -1.22263 1.42332 0.79952
C -1.69097 2.51411 0.07384
H 2.57209 1.14293 -2.34864
H 2.28202 1.91277 -0.65196
H 0.69438 -0.25144 -1.82871
H -0.20338 -2.45842 2.56467
H 1.28586 -1.75458 1.88947
H 0.16832 -2.90216 0.70371
H -1.86083 3.28242 0.65567
H -2.64127 2.24585 -0.44596
H -1.09707 2.82647 -0.71969
```

=====

No. 2
One molecule with the formula C4H9IO2Si in a non-equilibrium geometry. Source: OMol25; level of theory: the ωB97M-V functional and the def2-TZVPD basis.

Output
- energy (hartree) = -895.53360
- SMILES = C=C[Si](I)(OC)OC
- F_max (eV/A) = 2.83
- ΔE to the lowest compared entry with this formula, charge and spin (kcal per mole) = 0.00
- LUMO level (eV) = 0.67
- frontier orbital gap (eV) = 10.21

XYZ file:
```
17
C4H9IO2Si, DFT the ωB97M-V functional and the def2-TZVPD basis
C -1.57907 1.33618 -0.56636
C -1.08263 0.23080 -1.14552
Si 0.56535 -0.45438 -0.53749
I 1.58465 -1.88017 -2.15461
O 0.17188 -1.28318 0.81837
C -1.01170 -2.02184 0.77581
O 1.95982 0.34359 -0.10952
C 2.10527 1.48281 0.70001
H -2.43992 1.85412 -0.88601
H -1.05779 1.85543 0.30400
H -1.59010 0.04849 -2.04658
H -1.13386 -2.35791 -0.27983
H -1.94448 -1.46613 1.07763
H -0.88954 -2.93499 1.42114
H 1.95976 2.37156 0.16226
H 3.13060 1.45198 1.05314
H 1.25178 1.42364 1.41358
```

=====

No. 3
An isolated ion of composition C4H9N and charge -1 in a non-equilibrium geometry. Source: OMol25; level of theory: the ωB97M-V functional and the def2-TZVPD basis.

Output
- 2S+1 = 2
- energy (hartree) = -212.45907
- F_max (eV/A) = 2.05
- ΔE to the lowest compared entry with this formula, charge and spin (kcal per mole) = 20.34
- ⟨S²⟩ = 0.750
- LUMO level (alpha / beta) (eV) = 4.29 / 4.16
- frontier orbital gap (alpha / beta) (eV) = 2.76 / 8.43
- net charge = -1

XYZ file:
```
14
C4H9N, DFT the ωB97M-V functional and the def2-TZVPD basis
C 0.20835 -1.75187 1.75069
C 0.02935 -0.61624 1.06548
N 0.13463 -0.45358 -0.30385
C -0.60406 0.63875 -0.91925
C 0.21418 1.84164 -1.30381
H 0.05518 -1.63737 2.82552
H 0.65977 -2.69473 1.48733
H -0.32189 0.29705 1.51980
H 0.47611 -1.17703 -0.88584
H -1.19622 0.29569 -1.78615
H -1.48566 0.91877 -0.32757
H 1.22332 1.81034 -0.89895
H 0.34606 1.88173 -2.40122
H -0.30364 2.77501 -1.06733
```

=====

No. 4
One molecule with the formula C4H9N in a non-equilibrium geometry. Source: OMol25; level of theory: the ωB97M-V functional and the def2-TZVPD basis.

Output
- energy (hartree) = -212.51392
- SMILES = C1CCNC1
- F_max (eV/A) = 2.88
- ΔE to the lowest compared entry with this formula, charge and spin (kcal per mole) = 23.38
- LUMO level (eV) = 1.13
- frontier orbital gap (eV) = 9.71

XYZ file:
```
14
C4H9N, DFT the ωB97M-V functional and the def2-TZVPD basis
C 0.18232 1.15908 0.01003
C -0.93724 0.28574 -0.58669
C -0.79501 -1.11979 0.01269
N 0.58759 -1.13118 0.52365
C 1.30055 0.08206 0.25480
H -0.14357 1.60451 1.02565
H 0.47108 2.04953 -0.72654
H -1.85883 0.77680 -0.41609
H -0.86097 0.06671 -1.70682
H -1.71481 -1.20590 0.69665
H -0.83674 -1.71391 -0.93858
H 0.69010 -1.40449 1.48841
H 1.98204 0.40051 1.03911
H 1.93349 0.15033 -0.67626
```

=====

No. 5
One molecule with the formula C4H9N in a non-equilibrium geometry. Source: OMol25; level of theory: the ωB97M-V functional and the def2-TZVPD basis.

Output
- energy (hartree) = -212.48620
- SMILES = C=CCCN
- F_max (eV/A) = 4.45
- ΔE to the lowest compared entry with this formula, charge and spin (kcal per mole) = 40.77
- LUMO level (eV) = 1.16
- frontier orbital gap (eV) = 10.76

XYZ file:
```
14
C4H9N, DFT the ωB97M-V functional and the def2-TZVPD basis
C -1.24377 -1.30729 -1.43955
C -1.37582 -0.11364 -0.85218
C -0.36245 0.69285 0.03247
C 0.83167 -0.08758 0.55263
N 1.94682 0.47519 1.45073
H -0.27876 -1.87042 -1.41323
H -2.07339 -1.68183 -1.86474
H -2.36126 0.58821 -1.17316
H 0.09293 1.67041 -0.27673
H -0.96230 1.05053 0.91441
H 1.37680 -0.54654 -0.27765
H 0.47868 -0.97869 1.02175
H 2.36045 1.34462 1.02167
H 1.57038 0.76420 2.30359
```

=====

No. 6
One molecule with the formula C4H9N in a non-equilibrium geometry. Source: OMol25; level of theory: the ωB97M-V functional and the def2-TZVPD basis.

Output
- energy (hartree) = -212.54753
- SMILES = C1CCNC1
- F_max (eV/A) = 1.09
- ΔE to the lowest compared entry with this formula, charge and spin (kcal per mole) = 2.28
- LUMO level (eV) = 1.20
- frontier orbital gap (eV) = 9.66

XYZ file:
```
14
C4H9N, DFT the ωB97M-V functional and the def2-TZVPD basis
C 0.11175 -0.61595 -1.01379
C -0.42081 -1.02184 0.35673
C -0.74272 0.32161 1.02404
N 0.08219 1.30133 0.32837
C 0.87726 0.67488 -0.71054
H 0.68156 -1.40543 -1.48026
H -0.70575 -0.36778 -1.65424
H -1.25044 -1.72565 0.26373
H 0.33879 -1.55041 0.94368
H -0.57924 0.25904 2.09682
H -1.81725 0.52257 0.91387
H 0.60449 1.88276 0.96247
H 0.91113 1.25683 -1.63068
H 1.90903 0.46805 -0.40020
```

=====

No. 7
A 2-piece molecular cluster, C4H9N overall in a non-equilibrium geometry. Source: OMol25; level of theory: the ωB97M-V functional and the def2-TZVPD basis.

Output
- energy (hartree) = -212.45318
- SMILES = C=CN.C=C
- F_max (eV/A) = 3.85
- ΔE to the lowest compared entry with this formula, charge and spin (kcal per mole) = 61.49
- LUMO level (eV) = 1.01
- frontier orbital gap (eV) = 9.35

XYZ file:
```
14
C4H9N, DFT the ωB97M-V functional and the def2-TZVPD basis
C -0.54636 -1.10112 1.85121
C 0.41666 -0.22784 2.16408
N 1.15723 0.73496 1.51189
H -0.69040 -1.43964 0.89993
H -1.22695 -1.40290 2.59283
H 0.65127 -0.29946 3.28737
H 2.11939 0.85131 2.04193
H 1.22827 0.50263 0.49595
C -0.85291 0.73184 -2.02982
C -0.21174 -0.01057 -2.93075
H -0.80423 0.54394 -1.00959
H -1.36932 1.59257 -2.28795
H 0.16519 -1.06856 -2.71115
H -0.03611 0.59286 -3.87594
```

=====

No. 8
One molecule with the formula C4H9N in a non-equilibrium geometry. Source: OMol25; level of theory: the ωB97M-V functional and the def2-TZVPD basis.

Output
- energy (hartree) = -212.44411
- SMILES = CN1CCC1
- F_max (eV/A) = 5.68
- ΔE to the lowest compared entry with this formula, charge and spin (kcal per mole) = 67.18
- LUMO level (eV) = 1.20
- frontier orbital gap (eV) = 10.11

XYZ file:
```
14
C4H9N, DFT the ωB97M-V functional and the def2-TZVPD basis
C -1.22071 -1.04556 -0.67411
N -0.69008 0.23783 -0.35028
C -0.12938 0.23480 1.12672
C 1.05400 0.89575 0.61171
C 0.76020 0.47062 -0.84275
H -1.54739 -0.83772 -1.63090
H -0.45042 -1.90288 -0.69070
H -2.10659 -1.48776 -0.05554
H 0.25386 -0.76620 1.32805
H -0.82570 0.80007 1.85308
H 0.78335 1.83238 0.58455
H 1.97045 0.87649 1.24739
H 1.12697 -0.47788 -0.86745
H 1.02145 1.17007 -1.63977
```

=====

No. 9
A 2-piece molecular cluster, C4H9N overall in a non-equilibrium geometry. Source: OMol25; level of theory: the ωB97M-V functional and the def2-TZVPD basis.

Output
- energy (hartree) = -212.49221
- SMILES = C=CN.C=C
- F_max (eV/A) = 1.44
- ΔE to the lowest compared entry with this formula, charge and spin (kcal per mole) = 37.00
- LUMO level (eV) = 1.12
- frontier orbital gap (eV) = 9.78

XYZ file:
```
14
C4H9N, DFT the ωB97M-V functional and the def2-TZVPD basis
C 2.10655 -0.63744 0.29248
C 1.07986 -1.30083 -0.22579
N 0.00468 -1.86738 0.46979
H 1.93327 -0.17676 1.25838
H 2.99049 -0.33600 -0.24089
H 1.11156 -1.64987 -1.25388
H -0.85834 -1.72567 -0.04547
H -0.12042 -1.44555 1.38517
C -1.01824 1.34985 -0.81386
C -1.69990 1.81957 0.21936
H -0.07623 0.85951 -0.62582
H -1.44494 1.09611 -1.77681
H -1.30591 1.79481 1.22750
H -2.70242 2.21965 0.12983
```

=====

Question: Among the records above, which one has the lowest F_max?
Answer: number 6

=====

Question: Which of these has the lowest ΔE to the lowest compared entry with this formula, charge and spin?
Answer: number 2